Density functional theory data (ωB97M-V/def2-TZVPD) for a cluster of 2 separate species, C13H10BCl3NO4 in total in a non-equilibrium geometry.

Last column: Mulliken charge in e.
Cartesian coordinates (Å):
Cl -1.425 -2.273 -4.044  -0.305
B -0.529 -2.954 -2.581  0.745
Cl -1.679 -3.346 -1.150  -0.302
Cl 0.429 -4.525 -3.001  -0.341
O 0.430 -1.912 -2.172  -0.398
C 1.166 -1.961 -1.136  -0.333
C 2.041 -0.880 -0.805  0.883
C 2.916 -1.066 0.286  -0.405
C 3.789 -0.055 0.648  -0.619
C 3.808 1.145 -0.081  -0.303
C 2.942 1.331 -1.171  -0.613
C 2.051 0.334 -1.537  -0.238
H 1.171 -2.862 -0.513  0.324
H 2.876 -2.016 0.818  0.344
H 4.461 -0.198 1.496  0.369
H 4.498 1.939 0.206  0.371
H 2.969 2.266 -1.735  0.369
H 1.346 0.461 -2.357  0.410
O -0.404 0.099 3.491  -0.624
N -1.437 0.800 3.426  0.985
O -1.981 1.308 4.429  -0.634
C -2.028 1.035 2.134  -0.160
C -3.191 1.824 2.055  -0.485
C -3.767 2.054 0.795  -0.285
C -3.199 1.523 -0.347  -0.625
C -1.956 0.720 -0.324  0.039
O -1.382 0.286 -1.345  -0.669
C -1.437 0.480 1.015  -0.027
H -3.613 2.229 2.971  0.397
H -4.675 2.662 0.738  0.313
H -3.640 1.690 -1.329  0.362
H -0.551 -0.139 1.121  0.457

Results
Orbital gap in eV: 4.235
Net charge: -1
LUMO level in eV: 0.6
Multiplicity: 1